Density functional theory data (ωB97M-V with the def2-TZVPD basis set) for C8H8F3N2O2Se3TeZn as an isolated structure.

```
28
Properties=species:S:1:pos:R:3:forces:R:3:lowdin_charge:R:1
Zn 1.312496 -1.875829 -0.601568 0.5994 0.6422 0.0309 0.3295
N 1.392096 -2.160029 1.552332 0.3957 0.0495 0.0027 -0.0404
C 0.012396 -2.377229 1.962332 -0.6741 -0.3816 -0.2046 -0.1616
C -0.823004 -3.017729 0.801532 0.1325 0.1361 0.8655 -0.6786
O -1.859504 -3.586829 1.087832 -0.4252 -0.1728 0.3130 0.0180
O -0.350104 -2.843229 -0.358568 -0.2285 -0.2905 -0.5748 -0.1471
H 1.964496 -2.964829 1.788932 0.0487 0.0953 -0.1548 0.0981
H 1.822696 -1.360429 2.009132 0.0364 -0.0405 -0.1971 0.0326
H -0.462404 -1.414929 2.162432 0.0479 0.0206 0.0658 0.1151
H -0.082404 -3.001629 2.856032 -0.0391 0.1017 -0.1245 0.1121
Se 1.867796 -2.145729 -2.897968 0.0483 -0.6638 0.0432 -0.0146
Se 2.259696 0.105771 -3.110768 0.1561 0.6993 -0.3971 -0.2855
Te 4.399496 0.473971 -1.854068 0.3381 0.1527 -0.1203 0.1099
Se 3.945996 -0.216229 0.477032 -0.2789 -0.2455 0.1121 -0.3585
F -3.098404 3.646771 -1.287268 0.0626 -0.1756 -0.2780 0.1386
C -2.306704 3.431871 -0.225968 -0.3835 0.2381 0.1832 -0.5842
F -1.678804 4.590971 0.022432 0.3361 -0.0363 -0.0367 0.1388
F -3.141104 3.238471 0.818532 0.0465 -0.2192 0.1108 0.1352
C -1.371104 2.267671 -0.407168 0.1437 -0.2014 0.0165 -0.1019
C -0.147804 2.241571 0.250932 -0.3687 0.0873 -0.2749 0.0272
C 0.656896 1.126871 0.098932 0.1021 0.2769 0.2046 -0.1387
N 0.300696 0.076971 -0.629668 -0.1034 -0.2289 0.4864 -0.0269
C -0.875104 0.093871 -1.246068 -0.2594 -0.0093 -0.1091 -0.1162
C -1.745904 1.167871 -1.172868 0.1522 0.2700 0.0542 0.0300
H 0.183996 3.070471 0.854732 0.0327 0.0809 0.0481 0.1227
H 1.629796 1.080171 0.573132 0.1513 -0.1038 -0.0309 0.0092
H -1.127504 -0.792829 -1.809568 0.0029 -0.0922 -0.0608 0.1142
H -2.678704 1.144171 -1.714768 -0.0724 0.0110 0.0265 0.1231
```
Forces are in eV/Å.

Summary:
HOMO level ... -0.1340 Ha
Total charge ... -1
LUMO energy ... 0.083 Eh
Energy above the lowest of the compared OMol25 structures with the same formula, charge and spin ... 44.1 kJ/mol
HOMO-LUMO gap ... 5.89 eV


Density functional theory data (ωB97M-V with the def2-TZVPD basis set) for a 4-piece molecular cluster, C4H15NO2 overall at a distorted geometry.

```
22
Properties=species:S:1:pos:R:3:forces:R:3:lowdin_charge:R:1
C 0.923447 -0.280312 1.748053 -0.2891 0.5276 0.4190 -0.1042
C -0.454832 -0.575668 1.112013 0.5757 1.6909 1.1535 -0.2354
N -0.662446 0.202789 -0.122962 0.4960 -1.4893 -0.4723 -0.2355
C -1.900490 0.975086 -0.149491 0.7182 2.4407 1.1280 -0.0771
C -0.512489 -0.622813 -1.329453 -1.4632 -2.2804 0.5014 -0.1490
H 1.044829 0.818417 1.864388 0.0258 -0.6106 -0.0552 0.0805
H 1.661827 -0.734003 1.093077 0.1492 0.1966 -0.0378 0.0151
H 1.053516 -0.758490 2.735665 -0.2902 0.2033 -0.3682 0.0830
H -0.441681 -1.603666 0.894986 -0.2043 -1.5052 -0.5302 0.0836
H -1.232623 -0.346317 1.856380 0.0332 0.1131 -0.4573 0.1202
H -1.903215 1.646322 0.788155 -0.2155 -0.9746 -1.4343 0.1190
H -1.894102 1.650579 -1.039686 -0.1058 -0.6770 0.6662 0.1011
H -2.797771 0.335915 -0.141304 0.4025 -0.0407 -0.0800 0.0992
H 0.362497 -1.310897 -1.106415 -1.0235 0.4248 -0.7229 0.0097
H -0.369933 -0.012735 -2.184129 0.1048 0.7184 -0.7998 0.0634
H -1.478837 -1.259479 -1.512401 1.4655 1.0050 0.4236 0.1258
H 1.992695 -2.899288 -0.767252 -0.6257 0.7081 0.5597 -0.0240
H 1.445586 0.406127 -0.617968 -0.7459 -1.5537 0.8521 0.3367
O 1.405096 -2.277019 -0.273131 1.2527 -0.1670 -0.6072 -0.3192
H 1.000598 1.441918 -0.714601 -0.4653 2.1526 -0.1784 -0.0502
H 1.809041 2.748375 -1.241683 -0.3533 -0.1921 0.1554 0.0505
O 0.949286 2.455161 -0.892242 0.5583 -0.6903 -0.1153 -0.0933
```
Forces are in eV/Å.

Summary:
HOMO level ... -0.3184 Ha
Total charge ... 0
LUMO energy ... -0.119 Eh
Energy above the lowest of the compared OMol25 structures with the same formula, charge and spin ... 834.5 kJ/mol
HOMO-LUMO gap ... 5.41 eV


Density functional theory data (ωB97M-V with the def2-TZVPD basis set) for an isolated ion of composition C6H12P and charge +1 at a distorted geometry.

```
19
Properties=species:S:1:pos:R:3:forces:R:3:lowdin_charge:R:1
C -0.232850 1.185150 -0.416569 0.0224 1.2221 -1.8407 -0.1916
C -0.073625 2.475912 0.010435 0.2781 -2.1628 0.5806 -0.0931
C 0.170288 3.714677 0.438326 -0.9558 -3.6956 -0.6103 0.0657
C -1.645200 -1.471937 0.185733 -0.9400 0.2421 0.3577 -0.2035
C 0.763208 -1.277595 -1.576408 -0.8704 0.4465 -2.3473 -0.2158
C 0.922374 -1.057013 1.440109 -0.5768 0.4901 0.8205 -0.1959
P -0.025070 -0.679816 -0.088123 0.1042 2.0384 1.9979 0.8367
H -0.460596 1.149057 -1.543675 0.0091 0.2070 1.5027 0.0901
H 1.183446 3.989071 0.359086 0.9552 0.9242 -0.0632 0.0663
H -0.576991 4.192090 1.025509 -0.3549 0.7856 0.0864 0.0727
H -2.326930 -1.080579 -0.597138 0.2606 -0.1963 0.4151 0.0605
H -2.151707 -1.243670 1.226679 1.3982 -0.5293 -2.0567 0.1176
H -1.521331 -2.566269 -0.028333 -0.1290 0.8690 0.5293 0.0768
H 1.349236 -0.441550 -2.074585 -0.4591 -0.9481 0.9435 0.0814
H -0.121223 -1.439862 -2.376300 2.1107 -0.3039 1.8149 0.1240
H 1.450064 -2.138124 -1.354231 -1.0132 0.5909 -0.5038 0.0804
H 0.828803 -2.136389 1.755426 -0.2340 1.1845 -0.3806 0.0818
H 0.477494 -0.341258 2.221846 0.5575 -1.2772 -0.9232 0.0902
H 1.990611 -0.831898 1.392215 -0.1628 0.1128 -0.3227 0.0556
```
Forces are in eV/Å.

Summary:
HOMO level ... -0.5088 Ha
Total charge ... +1
LUMO energy ... -0.107 Eh
Energy above the lowest of the compared OMol25 structures with the same formula, charge and spin ... 204.7 kJ/mol
HOMO-LUMO gap ... 10.94 eV


Density functional theory data (ωB97M-V with the def2-TZVPD basis set) for C5H8O as an isolated structure at a distorted geometry.

```
14
Properties=species:S:1:pos:R:3:forces:R:3:lowdin_charge:R:1
C -1.302993 -0.262300 1.300389 0.6155 2.0267 2.2434 -0.0921
C -0.566104 0.830988 1.669443 -2.0669 -1.9910 0.9494 -0.0975
C 0.634297 0.850898 -0.811712 -0.5040 -1.7742 -2.9019 -0.1641
O 1.854999 0.188448 -0.766058 -0.0369 0.1500 0.4711 -0.0821
C 1.155276 -1.007465 -1.229113 -0.2763 -0.1877 0.3577 -0.1662
C -0.131110 -0.214354 -1.222928 1.5724 1.7779 -0.9251 -0.0881
H -2.330731 -0.139944 0.947945 0.4920 -0.0790 -0.3027 0.0555
H -0.994056 -1.269399 1.593766 0.0798 0.2965 -0.4704 0.0571
H 0.342717 0.717339 2.266516 -0.0693 0.0477 -0.5641 0.0587
H -0.997277 1.833849 1.606076 0.3182 -0.2760 -0.3288 0.0548
H 0.613866 1.939384 -0.889792 -0.1707 -0.3354 0.7578 0.1276
H 1.242090 -1.814129 -0.487542 0.0876 0.1411 -0.1893 0.1159
H 1.541514 -1.330334 -2.205592 -0.1212 0.1965 0.2693 0.1239
H -1.062488 -0.322982 -1.771398 0.0798 0.0066 0.6336 0.0967
```
Forces are in eV/Å.

Summary:
HOMO level ... -0.2905 Ha
Total charge ... 0
LUMO energy ... 0.038 Eh
Energy above the lowest of the compared OMol25 structures with the same formula, charge and spin ... 414.6 kJ/mol
HOMO-LUMO gap ... 8.93 eV


Density functional theory data (ωB97M-V with the def2-TZVPD basis set) for C15H10AuBr3Cl2N2O as an isolated structure.

```
34
Properties=species:S:1:pos:R:3:forces:R:3:lowdin_charge:R:1
Au -1.015838 0.758175 -0.920832 -0.5392 -0.1573 -0.0336 0.7921
Br -3.691982 -3.580294 -0.889371 -0.0356 0.0278 -0.0053 0.7613
C -1.810771 -3.473061 -0.783536 0.0700 -0.0847 -0.0043 -0.6159
C -1.081868 -4.665957 -0.656382 -0.0603 -0.0187 -0.0002 -0.1800
C 0.279044 -4.658566 -0.573780 0.0027 0.1633 -0.0174 -0.6406
Br 1.209355 -6.301088 -0.408804 0.0156 -0.0518 0.0072 0.7523
C 0.986760 -3.430928 -0.611574 -0.0077 -0.1464 0.0241 -0.1923
C 2.390501 -3.307755 -0.527426 0.0177 0.0244 -0.0070 -0.0346
C 2.968584 -2.070493 -0.567060 -0.0416 0.0028 0.0013 -0.0520
C 2.138349 -0.942225 -0.689755 0.0420 -0.0684 0.0318 -0.1436
N 0.835834 -1.025107 -0.772970 0.2506 0.0485 0.0001 0.0466
C 0.243222 -2.236619 -0.738633 -0.1383 0.1015 -0.0174 -0.1583
C -1.203609 -2.227636 -0.838776 0.1327 0.0111 0.0219 -0.4346
O -1.868904 -1.130941 -0.969045 0.0019 0.0104 -0.0170 -0.2799
H -1.623581 -5.601185 -0.625654 0.0127 -0.0087 0.0022 0.0923
H 2.993745 -4.200143 -0.431433 0.0008 0.0007 0.0021 0.0763
H 4.040779 -1.948089 -0.503089 0.0088 -0.0080 0.0023 0.1021
H 2.571413 0.052915 -0.712418 -0.0034 0.0038 -0.0084 0.0981
Cl 1.190716 0.495710 4.610363 -0.0068 0.0042 -0.0147 0.4913
C -0.507021 0.433361 4.104548 0.0289 -0.0107 0.1153 -1.0272
Cl -0.694242 0.563542 2.355599 0.0008 0.0082 -0.0529 0.4923
H -1.023202 1.262671 4.572823 -0.0097 -0.0077 -0.0205 0.0214
H -0.916168 -0.517628 4.423676 0.0015 0.0033 -0.0212 0.0249
Br -3.537199 2.983660 -0.578403 -0.0421 -0.0084 0.0014 0.7908
C -1.795485 3.662618 -0.674532 -0.0274 0.0584 0.0143 -0.7508
C -1.600845 5.034147 -0.573290 0.0027 -0.0339 -0.0050 -0.1008
C -0.313649 5.526134 -0.634723 0.0556 -0.0102 -0.0059 -0.0462
C 0.742174 4.638472 -0.795531 -0.0283 -0.0059 0.0010 -0.0453
C 0.462408 3.294695 -0.889870 -0.0755 0.0440 -0.0023 -0.1173
N -0.791965 2.801293 -0.833244 0.3814 0.1052 0.0051 -0.1580
H -2.451117 5.686386 -0.447801 -0.0188 -0.0152 0.0011 0.1040
H -0.135653 6.590161 -0.557163 0.0023 0.0029 0.0007 0.1166
H 1.767299 4.974114 -0.846475 -0.0029 0.0179 0.0007 0.1122
H 1.242912 2.559650 -1.015447 0.0087 -0.0023 0.0006 0.1028
```
Forces are in eV/Å.

Summary:
HOMO level ... -0.2614 Ha
Total charge ... 0
LUMO energy ... -0.017 Eh
HOMO-LUMO gap ... 6.65 eV


Density functional theory data (ωB97M-V with the def2-TZVPD basis set) for C27H38N7ORuS3Sb as an isolated structure.

```
78
Properties=species:S:1:pos:R:3:forces:R:3:lowdin_charge:R:1
Ru 0.199603 -0.747609 0.658617 -0.3177 -0.2202 0.4221 0.6409
C -0.839912 3.301750 -1.141797 -0.0369 -0.0146 0.0355 -0.0081
C -0.819171 2.074952 -0.274679 -0.1185 -0.0534 0.0889 -0.2476
N -0.147784 1.021543 -0.597954 0.0535 -0.1140 -0.5274 -0.0532
N 0.487173 1.112195 -1.855517 -0.0540 -0.1745 0.3103 -0.0456
C 1.501401 0.335406 -1.950807 0.1303 0.0504 -0.0131 -1.0823
S 2.113586 -0.697989 -0.706567 0.2606 0.0635 -0.2489 0.5708
S 2.441872 0.283631 -3.446250 -0.0081 0.0431 0.1021 0.8930
C 2.681603 2.076623 -3.727062 -0.0225 -0.0200 0.0183 -0.4018
C 3.676470 2.662808 -2.766154 0.0146 -0.0677 0.0135 -0.2963
C 3.276994 3.141618 -1.521750 0.0237 0.0348 0.0026 -0.0510
C 4.212769 3.619405 -0.614544 -0.0212 -0.0108 -0.0117 -0.0839
C 5.560670 3.624896 -0.941740 0.0024 -0.0121 -0.0024 -0.0835
C 5.966975 3.158168 -2.184508 0.0012 0.0034 0.0119 -0.0725
C 5.030478 2.680331 -3.087480 -0.0034 -0.0024 -0.0114 -0.0441
C -1.630228 2.065973 0.954953 0.0982 0.0782 -0.2417 -0.1515
C -2.813211 2.812739 1.010760 -0.0745 -0.0188 0.0502 -0.0461
C -3.618978 2.800851 2.134661 0.0446 -0.0296 -0.0195 -0.0939
C -3.218063 2.057981 3.245877 0.0143 0.0002 -0.0093 -0.0700
C -2.042225 1.333803 3.217826 -0.0640 0.0488 0.0739 -0.0173
C -1.232568 1.317311 2.073345 0.1653 -0.2564 0.0932 -0.3654
O -0.111530 0.608795 2.102367 -0.0141 0.6208 0.3489 -0.4085
H 0.128621 3.461264 -1.603487 -0.0040 0.0011 -0.0118 0.0572
H -1.114218 4.175129 -0.555842 -0.0102 -0.0019 -0.0127 0.0882
H -1.559115 3.180927 -1.955549 0.0041 -0.0149 -0.0037 0.1038
H 1.705530 2.552616 -3.671765 0.0122 0.0255 -0.0264 0.0732
H 3.046763 2.131611 -4.752130 -0.0323 0.0455 -0.0135 0.0790
H 2.226787 3.143461 -1.260398 -0.0115 -0.0197 0.0071 0.0867
H 3.886381 3.993043 0.348047 0.0021 0.0039 -0.0035 0.1033
H 6.291278 3.996475 -0.235298 -0.0031 0.0098 -0.0059 0.1043
H 7.015778 3.166533 -2.450887 -0.0040 0.0054 -0.0015 0.1068
H 5.353874 2.315561 -4.055701 0.0016 -0.0128 0.0090 0.1163
H -3.108151 3.400564 0.150368 -0.0090 0.0056 0.0074 0.1142
H -4.535104 3.374849 2.156597 0.0047 0.0132 0.0044 0.1070
H -3.827860 2.051722 4.140777 -0.0030 -0.0017 -0.0052 0.1126
H -1.713547 0.757733 4.074696 -0.0030 0.0229 -0.0045 0.1198
C -5.630536 -0.346870 1.214901 0.0122 0.0199 0.0095 0.0133
C -4.549558 -1.072364 1.919133 -0.0635 0.0049 0.0162 -0.3240
N -4.630619 -1.627490 3.082880 0.0873 -0.0062 -0.0654 0.1489
N -3.375437 -2.123734 3.305535 -0.0651 -0.0025 0.0831 0.0411
C -2.512419 -1.883397 2.318820 0.1509 0.0009 0.0408 -0.7060
S -0.873490 -2.327302 2.297099 -0.2050 0.0685 -0.1807 0.6483
N -3.273354 -1.221755 1.405266 0.0412 0.0267 -0.0425 -0.0746
N -2.784047 -0.748087 0.198754 -0.0259 -0.0259 0.0249 0.1307
H -6.554433 -0.465078 1.774173 0.0017 -0.0003 0.0034 0.0955
H -5.771491 -0.733773 0.205389 -0.0144 -0.0097 -0.0017 0.0878
H -5.389793 0.716657 1.148726 0.0038 -0.0270 -0.0050 0.0757
H -3.168658 -2.605373 4.164055 0.0151 0.0010 0.0148 0.1611
H -3.166375 -1.285886 -0.569317 -0.0248 -0.0028 -0.0190 0.1059
H -3.000398 0.238250 0.103636 0.0226 0.0364 0.0290 0.0911
C -2.477063 -4.391811 -2.182736 0.0050 0.0027 0.0077 -0.0339
C -1.164101 -3.750706 -2.652955 -0.0113 0.0345 0.1742 -0.5792
C -0.122348 -4.828840 -2.976638 0.0450 0.0169 0.0218 -0.0275
C -1.396732 -2.837684 -3.862650 0.0224 0.0223 -0.0269 -0.0268
C -0.640260 -2.918908 -1.550207 0.1727 -0.1425 -0.1548 -0.0932
N -0.202980 -2.268696 -0.716485 -0.2171 0.2575 -0.0152 0.0169
H -2.826276 -5.087271 -2.945658 -0.0144 0.0165 -0.0111 0.0970
H -3.252971 -3.639068 -2.030279 0.0116 -0.0035 -0.0030 0.0796
H -2.337983 -4.942170 -1.252102 0.0091 -0.0252 -0.0222 0.0943
H -0.506861 -5.452047 -3.783885 0.0067 -0.0027 -0.0023 0.0963
H 0.073345 -5.461972 -2.111537 -0.0112 -0.0055 -0.0043 0.0959
H 0.817300 -4.381701 -3.299927 -0.0041 0.0021 -0.0004 0.0965
H -1.723884 -3.447939 -4.704575 -0.0163 0.0037 0.0003 0.0981
H -0.482156 -2.317011 -4.146744 0.0055 -0.0177 -0.0074 0.0923
H -2.166595 -2.092866 -3.657255 0.0065 -0.0035 0.0072 0.0882
C 3.661233 -2.268445 2.186133 0.0136 -0.0686 0.0346 -0.2890
Sb 2.158778 -0.786526 2.373292 0.2518 -0.2655 -0.4665 1.2929
C 3.355848 0.935288 2.166980 -0.0546 0.1073 0.0462 -0.2783
C 1.784025 -0.767481 4.443331 -0.1786 -0.0571 0.0566 -0.2731
H 4.439181 -2.083434 2.926064 0.0108 -0.0176 -0.0174 0.0178
H 4.085932 -2.199939 1.185780 0.0129 -0.0140 0.0074 0.0014
H 3.247900 -3.264445 2.332823 -0.0084 0.0079 0.0054 0.0129
H 4.158803 0.873055 2.901118 0.0088 0.0423 -0.0116 0.0215
H 2.761312 1.829590 2.345129 -0.0190 -0.0206 -0.0061 0.0191
H 3.766651 0.961524 1.160206 0.0027 0.0130 0.0056 -0.0089
H 2.754703 -0.734416 4.935918 -0.0241 0.0048 0.0527 0.0199
H 1.237965 -1.656538 4.749388 0.0121 -0.0004 0.0023 0.0054
H 1.204912 0.119983 4.687366 0.0073 -0.0018 -0.0059 0.0142
```
Forces are in eV/Å.

Summary:
<S²> ... 0.757
2S+1 ... 2
HOMO level (alpha / beta) ... -0.3629 / -0.3683 Ha
Total charge ... +1
LUMO energy (alpha / beta) ... -0.089 / -0.107 Eh
Energy above the lowest of the compared OMol25 structures with the same formula, charge and spin ... 131.9 kJ/mol
HOMO-LUMO gap (alpha / beta) ... 7.44 / 7.10 eV


> Which formula does entry 3 have?

C6H12P


> Which value of total charge does entry 2 give?

0


> Which formula does entry 1 have?

C8H8F3N2O2Se3TeZn